No. 1
DFT (ωB97M-V with the def2-TZVPD basis set) results for a structure of composition C24H26IN5NiO2 in a non-equilibrium geometry.

Output
Maximum force   2.800 eV/A
LUMO (alpha / beta)   -0.599 / -0.600 eV
Kohn-Sham gap (alpha / beta)   6.6989 / 6.6977 eV
ΔE to the lowest compared entry with this formula, charge and spin   0.0 kcal per mole
HOMO level (alpha / beta)   -7.30 / -7.30 eV
Spin multiplicity   1

XYZ file:
```
59
Properties=species:S:1:pos:R:3:forces:R:3
C -4.2691 -1.4360 0.0188 0.167 -0.016 -0.018
H -0.7898 -1.7164 -7.3275 -0.024 0.078 -0.079
C 3.4400 -3.3077 -0.0492 0.014 -0.545 0.332
H 0.1110 0.0004 4.4687 0.086 -0.049 0.027
C -1.2836 -1.6706 -6.3648 -0.085 0.073 -0.003
H -4.8749 -1.9845 0.7226 0.044 -0.108 0.070
C -4.5142 0.2830 -3.2927 0.074 0.075 -0.611
C -2.6775 -0.0124 -1.6517 -0.275 0.167 -0.126
C 1.3215 -2.3723 -0.7959 0.782 -1.166 0.550
C 0.6829 -3.5490 -0.3285 0.106 0.815 -0.243
O 1.7130 1.0229 -0.1738 -0.576 -0.882 -0.453
Ni -0.1316 0.0110 -0.0063 -0.381 -1.613 -0.202
C -2.4711 1.2126 2.5103 0.307 -0.367 -0.009
H 4.0307 0.2750 0.2599 -0.019 -0.043 -0.017
C 2.7290 -2.2982 -0.6404 -0.752 0.305 -0.137
N 3.6780 0.9599 0.9074 -0.169 -0.073 -0.110
H -0.3898 -3.6261 -0.4437 -0.086 -0.062 -0.025
N -2.1564 -0.4759 -0.5261 1.176 0.143 0.259
H 4.5143 -3.2424 0.0625 0.024 0.011 -0.027
H -2.6346 -0.0668 -6.8552 -0.044 0.065 -0.062
H -3.3067 0.9970 3.1730 -0.175 0.073 0.070
C -2.2947 -0.7633 -6.1051 -0.080 -0.048 0.404
H -2.0263 0.5761 -2.2854 0.023 -0.025 0.000
H 4.1928 1.1148 1.7554 -0.012 0.091 0.003
C 3.5058 -5.5006 1.0092 0.572 -0.815 0.393
N -0.8697 -2.5448 -5.4586 0.337 -0.231 -0.249
C -2.9272 -1.2131 0.2747 -0.172 -0.199 0.246
C 0.5800 -1.3448 -1.4410 -1.265 2.496 -0.082
C -1.2955 0.2666 2.8291 -0.427 0.060 0.498
H -5.8636 -1.0997 -1.3844 -0.040 -0.004 -0.009
H -1.6962 -0.7665 2.9401 -0.113 0.188 0.057
H -2.7909 1.0833 1.4786 -0.083 0.021 -0.034
H -0.3401 -1.6724 -1.9226 0.232 -0.056 -0.105
C -3.9685 0.0910 -4.4988 -0.561 0.368 0.364
C -0.7259 0.6477 4.2151 -0.258 -0.305 -0.529
H 0.8925 -5.4587 0.5977 -0.039 -0.044 0.032
I 0.3740 3.4921 1.1433 0.252 0.222 0.261
C 2.3890 1.3374 0.7934 0.687 0.310 0.665
C 2.7818 -4.4580 0.4127 -0.701 1.010 -0.565
H 3.2382 -1.4255 -1.0299 0.012 0.007 -0.058
H -1.1408 -3.2197 -3.5450 0.036 -0.019 0.050
N -2.4256 -1.6705 -3.9143 -0.349 0.136 0.015
H 1.3650 1.5378 2.6155 -0.070 0.026 -0.089
H 2.6622 2.7707 2.4010 -0.044 0.053 -0.108
H -0.3975 1.6859 4.2126 0.056 0.139 -0.004
H -1.5039 0.5285 4.9655 -0.032 0.041 0.217
H -5.4140 0.8810 -3.2205 -0.052 0.085 -0.077
H 1.1700 -0.6478 -2.0403 -0.052 -0.343 -0.191
H -2.1690 2.2503 2.6368 0.032 0.078 0.043
C -4.8208 -0.9363 -1.1476 0.317 0.228 -0.187
C -4.0008 -0.2423 -2.0333 0.084 -0.100 0.762
C -1.4686 -2.4963 -4.2818 0.128 -0.213 0.088
C 1.3907 -4.5630 0.2554 0.511 -0.226 0.221
O -0.3094 0.2799 1.8807 0.649 0.460 -0.775
H -2.4477 -1.6151 1.1548 -0.003 0.067 0.082
C 1.8801 2.1949 1.9125 -0.423 0.081 -0.002
C -2.8596 -0.7899 -4.8230 0.688 -0.432 -0.581
H -4.4140 0.5831 -5.3526 -0.093 0.073 -0.024
N 4.1013 -6.3626 1.4840 0.057 -0.063 0.080
```
Forces are in eV/Å.

=====

No. 2
DFT (ωB97M-V with the def2-TZVPD basis set) results for a structure of composition C24H26N4PtSi in a non-equilibrium geometry.

Output
Maximum force   7.907 eV/A
LUMO (alpha / beta)   -5.832 / -9.452 eV
Kohn-Sham gap (alpha / beta)   5.7209 / 4.4103 eV
ΔE to the lowest compared entry with this formula, charge and spin   23.3 kcal per mole
Total charge   +2
HOMO level (alpha / beta)   -11.55 / -13.86 eV
Spin multiplicity   5

XYZ file:
```
56
Properties=species:S:1:pos:R:3:forces:R:3
H 2.7065 0.3075 3.3370 0.413 0.158 -0.232
H -1.9878 0.6808 4.6879 0.094 -0.061 -0.115
Pt -0.5041 -1.1009 0.1836 0.729 -2.455 2.412
H 1.7374 2.5630 0.1229 0.381 0.323 -0.259
C -1.9777 1.3344 2.5470 0.572 0.529 0.134
H -3.9076 2.0371 -4.4288 0.265 -0.193 0.182
H 0.9600 2.9482 2.4218 -0.344 -0.694 0.036
C 3.0239 -0.2461 -4.6818 -0.045 0.304 0.535
C -0.8565 0.9012 -2.3079 0.402 -0.193 0.538
C -1.8362 1.4130 -4.4588 -0.048 0.265 -0.023
C -3.2179 -2.6828 2.5533 0.090 -0.365 0.868
H 2.1496 -3.5267 -4.2286 0.259 -0.062 -0.145
H -4.1087 1.8887 -1.9324 0.401 0.016 -0.335
H -2.1406 1.2183 -0.5737 -0.050 -0.087 -0.437
H 2.5512 2.8230 -1.4145 0.062 0.329 -0.370
H 3.5158 0.4065 -5.4050 -0.045 -0.239 0.260
H 3.1912 1.7027 -0.2349 0.445 0.224 0.037
C 2.7320 2.6838 -0.3633 -2.152 -2.424 -0.183
C -1.0589 -2.1408 2.8898 3.101 0.921 1.505
C 2.2751 -2.4725 -4.0319 0.232 0.511 -0.087
N -1.5256 -1.5414 1.7820 -2.196 1.301 -0.090
H -2.0334 -3.5604 4.1369 -0.327 0.290 -0.425
N 0.8739 -2.0882 4.5735 0.595 0.024 0.573
N 0.9997 -0.8278 2.7227 2.402 2.263 -0.103
C 0.1248 2.2663 2.6439 -0.059 0.778 -0.112
H 2.6419 -1.2984 5.5732 -0.073 -0.060 -0.102
C 2.4102 0.3073 -3.5515 -0.171 -0.523 -0.464
C -2.8647 -1.7961 1.5962 1.770 -0.141 0.475
N -2.1076 -2.8828 3.3807 -0.895 -0.978 0.632
H -4.1646 -3.1668 2.6592 -0.151 -0.325 0.448
C -1.0067 2.0558 1.7965 0.300 -0.381 0.046
H -2.9684 1.1204 2.1925 -0.197 -0.209 0.078
H 0.1950 0.7566 -4.1860 -0.292 -0.019 -0.009
C 2.0361 -0.4932 3.5563 -2.157 -0.843 -1.484
H 0.6035 -2.0771 -0.3269 -0.393 0.480 -0.018
C -2.0457 1.2891 -1.6652 -0.742 -0.236 -0.791
H -3.3255 -1.3256 0.7509 -0.668 -0.306 -0.015
H 2.3795 1.3837 -3.4226 0.101 -0.086 0.059
H 3.2457 3.4616 0.0809 1.212 1.497 0.770
C 1.6886 -1.9309 -2.8962 0.050 0.189 -0.553
H 0.5418 1.6164 4.7293 0.004 0.101 0.176
H 3.4538 -2.0570 -5.7622 0.001 0.096 -0.106
C 1.7240 -0.5440 -2.6745 -0.712 -0.610 1.345
Si 0.3042 -0.2990 -1.4555 2.805 3.845 -6.314
C 1.9970 -1.2699 4.7065 -0.988 -1.165 0.478
H 1.1053 -2.5817 -2.2408 0.288 0.017 -0.146
C -3.1597 1.6600 -2.4324 0.340 0.158 0.190
C 0.2613 -1.7659 3.3570 -3.519 -1.827 0.390
H 0.5863 -2.8390 5.1811 0.285 0.120 0.109
C 2.9726 -1.6224 -4.8975 -0.325 -0.507 0.172
C -3.0473 1.7239 -3.8335 0.091 0.003 0.299
H -1.7321 1.4672 -5.5455 -0.166 0.047 0.376
H -1.0900 2.3389 0.7427 0.039 0.109 0.563
C -0.1333 1.6491 3.8932 -0.430 -0.078 -0.452
C -0.7364 1.0217 -3.6982 -0.611 -0.010 -0.028
C -1.4508 1.1113 3.8519 0.025 0.180 -0.288
```
Forces are in eV/Å.

=====

No. 3
DFT (ωB97M-V with the def2-TZVPD basis set) results for a structure of composition C24H26N4ScSi in a non-equilibrium geometry.

Output
Maximum force   3.153 eV/A
LUMO (alpha / beta)   -3.367 / -3.409 eV
Kohn-Sham gap (alpha / beta)   5.3521 / 4.9344 eV
ΔE to the lowest compared entry with this formula, charge and spin   0.0 kcal per mole
Total charge   +1
HOMO level (alpha / beta)   -8.72 / -8.34 eV
Spin multiplicity   1

XYZ file:
```
56
Properties=species:S:1:pos:R:3:forces:R:3
N -1.6404 -0.3013 4.0530 -0.152 -0.294 -0.755
H 1.7946 -2.5169 -3.4206 0.237 0.284 -0.080
N -0.7264 -1.7577 5.4481 0.159 -0.560 1.019
H 0.7422 1.5066 3.8840 -0.397 -0.148 -0.436
H -3.3109 4.2236 -3.6475 0.280 -0.435 0.106
C -0.8536 1.8526 -3.9935 -0.252 0.139 0.203
C 2.3982 -1.6116 -3.2974 -0.059 0.561 0.193
C 3.7917 -1.7005 -3.2847 0.206 -0.063 0.183
Sc -1.2713 0.2375 2.0263 -0.379 0.227 -0.788
H 1.1484 -1.9968 0.1023 -0.024 -0.229 0.388
H 0.1298 1.9774 -0.4285 -0.296 -0.210 0.514
C -0.9534 2.4683 2.7237 1.048 -0.226 -0.436
H -1.3730 3.6427 -5.0916 -0.032 -0.271 0.242
H -2.5475 0.9725 5.5553 0.193 -0.305 0.034
H -2.5603 0.6648 -1.3121 -0.051 0.056 0.024
H -1.2944 -3.4950 -1.8788 -0.014 0.450 0.199
H -2.0917 -2.0639 -2.5771 0.396 0.060 0.662
H -0.1884 -2.5495 5.8018 -0.432 0.647 -0.115
H 5.6535 -0.6542 -2.9290 -0.322 0.021 -0.135
C 1.7534 -0.3763 -3.0612 1.318 0.102 -0.531
C -0.2070 -2.0635 3.0408 -0.488 0.559 1.282
C 0.7740 1.3469 1.6400 -0.109 1.114 -0.186
C -1.9530 0.0871 5.3604 0.635 -0.745 0.109
H 4.5526 1.5568 -2.6053 -0.209 -0.316 -0.176
H -1.9284 3.1785 0.8079 0.256 -0.276 0.274
C -1.4889 -2.4185 -1.7175 0.415 -0.611 0.587
H -1.9804 -2.2529 -0.7323 0.209 -0.084 -0.664
C -2.7164 3.3250 -3.4457 0.168 -0.335 -0.028
C -3.0480 2.4642 -2.3986 0.074 -0.276 0.255
H 2.0854 1.7502 -2.6562 0.147 -0.410 -0.142
C 1.2957 -3.2732 1.9343 -0.185 0.710 -0.338
C -1.3798 -0.8095 6.2230 -0.319 0.511 -0.762
Si -0.0083 -0.4137 -2.5249 1.088 2.166 -0.333
H 0.3248 0.0086 -1.1319 -0.367 -0.570 0.498
H 1.7101 0.8196 1.4421 -0.477 0.119 0.109
C 0.2456 1.6778 2.9232 0.062 1.297 -0.150
C -1.1230 1.0125 -2.8959 -1.097 0.831 -0.703
N -0.1021 -1.5223 1.7968 -0.507 0.222 0.266
H 4.2750 -2.6746 -3.4203 -0.184 0.415 -0.008
C -1.6282 2.9924 -4.2510 0.225 0.039 -0.151
C 0.8654 -2.2665 1.1174 -0.152 -0.379 0.405
C -0.0659 1.9560 0.6465 0.075 -0.254 0.691
C -0.9020 -1.4415 4.1404 0.775 -0.604 -0.852
N 0.6299 -3.1288 3.1439 0.475 -1.009 0.495
H -1.5368 2.9451 3.5087 0.051 -0.284 -0.223
H 2.0174 -4.0517 1.7692 0.009 -0.030 0.005
C 3.9487 0.6731 -2.8340 -0.274 -0.039 0.078
C 4.5693 -0.5694 -3.0196 -0.344 0.035 -0.052
H -3.9172 2.7000 -1.7786 0.263 -0.189 -0.156
H -0.0141 1.6026 -4.6402 -0.115 0.205 0.031
C -1.1461 2.6050 1.3118 0.398 -0.046 0.290
H -1.3654 -0.8424 7.2954 -0.060 -0.057 0.079
C -2.2764 1.3209 -2.1323 0.338 0.476 -0.397
H -0.4077 -1.8641 -1.6941 -2.412 -2.017 0.241
H 0.7490 -3.7300 3.9687 -0.091 0.521 -0.933
C 2.5512 0.7782 -2.8646 0.299 -0.494 0.069
```
Forces are in eV/Å.

=====

No. 4
DFT (ωB97M-V with the def2-TZVPD basis set) results for a structure of composition C24H27BN7O2Os in a non-equilibrium geometry.

Output
Maximum force   1.705 eV/A
LUMO (alpha / beta)   -6.734 / -7.214 eV
Kohn-Sham gap (alpha / beta)   7.4809 / 6.7636 eV
ΔE to the lowest compared entry with this formula, charge and spin   21.0 kcal per mole
Total charge   +2
HOMO level (alpha / beta)   -14.21 / -13.98 eV
Spin multiplicity   2

XYZ file:
```
62
Properties=species:S:1:pos:R:3:forces:R:3
C -0.1834 1.4421 -2.5371 0.115 0.278 -0.208
H -5.0295 5.1857 -1.7993 -0.002 -0.012 -0.020
C -3.8253 3.4016 -1.8813 0.007 -0.039 0.095
H -0.8404 5.1222 -3.7996 -0.020 -0.007 0.001
N -0.3371 -2.0471 1.0424 0.655 0.513 -0.091
C -0.9576 -4.0053 1.9026 -0.067 0.082 -0.288
N -0.4867 0.6993 1.1967 -0.529 0.325 -0.798
C 2.6868 -3.2319 0.7456 -0.049 -0.029 0.037
H 3.1450 -0.2605 4.0291 -0.057 -0.020 -0.012
O 0.2653 0.4273 -1.9419 -0.035 0.135 0.195
B 0.4754 -0.7645 2.9877 -0.121 0.444 0.349
C -5.0197 4.1692 -1.4135 -0.045 -0.052 -0.081
N 2.5776 -2.8797 -0.5468 0.259 0.285 0.292
C 4.5929 -3.9957 -1.0611 0.033 -0.058 0.036
N 1.9653 -0.3131 1.0491 0.197 -0.183 0.211
C -3.7522 2.0138 -1.6692 -0.075 0.041 0.006
C -2.7664 4.0357 -2.5195 0.007 0.089 -0.041
C 3.0259 -0.2077 2.9593 0.346 0.042 -0.139
C 3.2259 0.0550 0.7821 -0.082 -0.116 -0.037
C -1.5467 2.2957 2.3417 0.050 0.038 -0.008
H 0.5268 -0.8688 4.1746 0.009 0.079 -0.054
C 3.9395 0.1315 1.9701 -0.078 -0.004 0.145
H 4.9710 0.4089 2.0977 -0.013 0.002 -0.004
H -1.1568 -3.4823 -0.2649 0.085 0.008 -0.017
C 3.7733 -3.9590 1.1788 0.064 -0.061 -0.061
H -0.3359 -3.3774 3.9617 -0.002 0.064 0.007
H -2.0947 3.1897 2.5810 -0.010 -0.020 0.013
H -2.8540 5.0859 -2.7692 0.010 -0.005 0.024
H -4.6208 1.4968 -1.2781 0.001 0.019 0.003
H -5.9456 3.6675 -1.6966 0.009 0.009 -0.027
C 3.4968 -3.2615 -1.4504 0.055 0.009 -0.133
Os 0.4146 -0.6169 -0.1782 0.441 -1.144 1.185
H -1.3463 -5.0036 1.9981 -0.027 0.015 -0.011
C -1.6039 3.3626 -2.8499 0.122 0.041 -0.025
C -2.6476 -0.1992 -1.7676 0.171 0.027 -0.010
H -1.0826 1.3147 4.2964 0.040 -0.036 -0.009
H 5.3162 -4.2899 -1.8076 -0.013 0.016 -0.014
H 0.4070 4.1743 -3.0106 0.001 0.023 -0.004
C -0.5170 4.1072 -3.5851 -0.036 -0.039 0.088
H 3.5518 0.2282 -0.2314 -0.053 0.020 -0.009
C 4.7495 -4.3437 0.2724 -0.038 0.017 0.021
H -3.6558 -0.5298 -1.5293 -0.015 0.004 -0.049
C -1.4777 1.9983 -2.4562 -0.280 -0.192 -0.115
C -1.0363 1.3596 3.2208 -0.049 0.073 -0.054
H -5.0128 4.2205 -0.3218 0.020 -0.001 -0.001
H 3.8416 -4.2228 2.2244 -0.022 0.006 -0.002
H 5.6109 -4.9109 0.5964 -0.012 -0.005 -0.004
O 1.5578 -2.1643 -1.0106 -0.849 0.009 -1.246
N -0.4044 0.4087 2.5209 -0.102 0.052 -0.200
N -0.0750 -2.0332 2.3556 -0.264 -0.495 0.731
C -0.4491 -3.1966 2.9055 0.049 0.155 -0.167
H -1.3649 2.2816 0.1194 0.007 -0.038 -0.045
H -2.0086 -0.5365 -0.9452 -0.057 0.021 0.099
H 1.8909 -2.9193 1.3971 -0.021 0.022 0.008
C -0.8660 -3.2390 0.7446 -0.187 -0.390 -0.051
N 1.8539 -0.4818 2.3806 0.319 0.068 0.026
C -1.1733 1.8410 1.0820 -0.026 -0.074 0.243
H 0.5357 1.9616 -3.1719 0.091 0.026 0.062
C -2.6162 1.2983 -1.9444 0.095 -0.102 0.138
H -2.3141 -0.7091 -2.6724 -0.014 0.003 -0.005
H 3.3006 -2.9562 -2.4668 -0.033 0.060 0.030
H -0.2940 3.6227 -4.5370 0.025 0.005 -0.002
```
Forces are in eV/Å.